--- w ---
C5H13N2S | the ωB97M-V functional and the def2-TZVPD basis

Element x y z (Å)
H -3.57540 2.16765 -0.43933
S -2.45919 2.89855 -0.50839
H 0.96526 -1.81964 3.00978
H 1.95122 1.14300 -0.59833
H -0.01534 -3.67313 -0.99627
H 0.88844 0.04985 2.69113
N 0.74595 -1.13676 1.08309
H 0.53049 -1.95954 -1.52058
N 0.99402 0.80180 -0.61224
C 0.04406 1.92093 -0.40630
H -1.19635 1.51372 -2.09396
H 0.39676 2.83873 -0.87935
C 0.51150 -2.43126 0.54320
H 0.81439 -0.17946 0.33473
H 0.86436 0.39283 -1.52381
C -1.32073 1.57837 -1.00995
H 0.43631 -3.19521 1.30831
C 0.91160 -0.97306 2.33566
C 0.29776 -2.67126 -0.74265
H -0.06946 2.09955 0.66197
H -1.71563 0.63433 -0.63670

Summary:
Molar mass   133.24 g/mol
Gap between HOMO and LUMO   7.979 eV
Charge   +1
E_HOMO   -12.300 eV

Charge distribution, natural (NBO) scheme, values in e: 0.145 -0.005 0.209 0.407 0.242 0.212 -0.442 0.204 -0.791 -0.234 0.216 0.217 -0.060 0.434 0.393 -0.539 0.213 0.074 -0.324 0.209 0.222



--- x ---
C5H13N2S | the ωB97M-V functional and the def2-TZVPD basis

Element x y z (Å)
H 2.39259 -1.67186 -0.92045
H -0.20679 -0.63128 -1.67229
N 0.98231 0.43288 0.56559
C 0.34130 1.69909 0.82243
H 3.86921 -1.38132 -0.07837
H 1.22578 2.44011 0.76536
C -0.69170 -0.46249 -0.78860
H -2.13203 1.02816 -1.48879
N -1.44727 0.76803 -0.64756
S 2.28626 0.51894 -0.32878
H -2.13632 -1.93535 -0.00162
H -0.97050 -1.43912 1.10215
H -0.04749 2.37789 -1.11333
H 2.38258 -1.55924 0.83478
H 0.04202 1.67464 1.91282
C -0.62645 2.00134 -0.27688
H -2.14494 0.59947 0.08198
H -1.23406 2.88947 0.06269
C -1.10749 -1.69887 0.12249
H -0.49847 -2.44977 -0.20103
C 2.82026 -1.21208 -0.08386

Summary:
Molar mass   133.24 g/mol
Gap between HOMO and LUMO (alpha / beta)   7.964 / 7.786 eV
Charge   +1
E_HOMO (alpha / beta)   -11.910 / -11.607 eV

Charge distribution, natural (NBO) scheme, values in e: 0.217 0.195 -0.621 -0.309 0.251 0.239 0.054 0.452 -0.561 0.591 0.220 0.227 0.241 0.249 0.242 -0.246 0.438 0.252 -0.632 0.239 -0.737



Short version: w is the most stable of them.



--- w ---
C28H35N7 | the ωB97M-V functional and the def2-TZVPD basis

Element x y z (Å)
C -0.63347 -2.82232 1.76133
H -0.52004 1.15314 3.33483
H -0.05840 1.89840 0.85445
C 3.04332 -1.77100 1.70820
H 1.86476 0.04689 2.29906
N -0.64335 2.44501 -2.65799
H -0.71489 -0.83685 2.44904
C -5.82966 -0.02202 -2.33242
C 4.56606 -1.98903 1.58089
H 1.59634 -4.09921 -3.45100
C -1.83767 4.32316 -3.18456
C 0.03708 3.02765 -3.68525
H -0.72085 3.55363 4.37472
H -4.30640 1.32109 -4.94364
H -2.86514 1.00471 -2.97154
C -0.61817 4.20914 -4.10261
H -2.64134 5.08735 -3.07635
C -5.91007 0.40556 -3.80073
H -3.89713 -0.15714 -1.08356
C -4.68719 0.85060 -4.12426
C -0.98431 -4.06436 2.59724
C -0.04524 2.85210 4.71464
H 2.64233 -0.19638 -3.85761
N 1.88310 -2.11694 -4.03052
C 5.10401 -0.75297 1.94888
C -1.00535 -0.55162 -1.17997
H -0.47316 1.74946 -2.09752
H 2.08921 0.73251 -0.28761
N 4.07809 -0.01395 2.38680
H 0.84757 -0.74336 -2.22245
H -2.34075 0.55564 -0.02143
H -1.71288 -1.77357 4.78043
H 2.18576 -2.47308 1.38232
C 2.00124 -3.20008 -3.21189
H 3.80780 -0.51985 -1.84520
H -2.53070 2.77133 -1.64730
H -1.54057 -1.19951 -1.91656
C -0.90309 -1.82668 2.70394
C -4.57442 0.17011 -1.97246
N 0.94726 2.89286 5.68118
N -1.46756 -2.35504 3.82276
C 0.03046 1.61824 4.13413
H 6.04424 -0.36593 1.95702
H -0.20162 4.65005 -4.97857
H -1.45723 -4.12301 4.62451
H -6.63904 0.29233 -4.34426
H 2.42182 1.69667 6.71732
H -0.77124 -5.09404 2.35189
C 2.83410 -2.81168 -2.21263
C -1.74812 3.15795 -2.44363
H 4.23776 0.88514 2.56189
C 1.01913 0.86672 4.94848
C -1.40514 -3.69675 3.78551
C 1.52931 1.74865 5.89903
C 0.93055 0.48476 -0.43455
C -0.16545 1.01403 0.16558
C 3.28573 -1.35053 -2.46671
H 0.97383 2.65168 -4.12990
H 5.00508 -2.73466 1.01369
H 2.93175 -3.38157 -1.49399
C 2.61448 -1.00605 -3.56712
H 0.00230 -2.86482 0.84046
H 1.10670 -2.02945 -4.73441
N 0.40290 -0.44658 -1.36792
N -3.80092 0.70877 -3.06368
C 2.78851 -0.56780 2.20717
H -6.41679 -0.59347 -1.57139
C -1.37762 0.30470 -0.20170
H 1.38750 -0.19759 4.94180
H 1.20492 3.61889 6.18573

Summary:
Molar mass   469.64 g/mol
Gap between HOMO and LUMO   8.749 eV
Charge   0
SMILES   c1cc[nH]c1.c1cc[nH]c1.c1cc[nH]c1.c1cc[nH]c1.c1cc[nH]c1.c1cc[nH]c1.c1cc[nH]c1
E_HOMO   -8.212 eV

Charge distribution, natural (NBO) scheme, values in e: -0.324 0.224 0.232 -0.274 0.239 -0.521 0.211 -0.317 -0.325 0.213 -0.322 -0.092 0.219 0.204 0.416 -0.306 0.237 -0.268 0.205 -0.035 -0.283 -0.106 0.163 -0.534 -0.050 -0.060 0.417 0.251 -0.504 0.428 0.219 0.424 0.228 -0.058 0.238 0.216 0.228 -0.063 -0.070 -0.489 -0.513 -0.302 0.203 0.223 0.189 0.184 0.221 0.211 -0.254 -0.066 0.384 -0.340 -0.084 -0.055 -0.076 -0.335 -0.275 0.208 0.212 0.184 -0.078 0.235 0.411 -0.563 -0.557 -0.115 0.234 -0.327 0.235 0.392



--- x ---
C28H35N7 | the ωB97M-V functional and the def2-TZVPD basis

Element x y z (Å)
C 9.73012 19.10776 6.67937
C 9.74288 14.40333 5.04145
C 9.33431 15.21863 12.62065
H 10.18174 19.27883 5.69587
H 6.55034 15.32357 5.74405
H 9.24293 12.99841 10.36662
C 8.99714 14.82744 11.35921
H 9.08604 18.06861 9.66479
C 9.30251 9.80306 14.83617
C 4.74564 13.16045 14.51137
H 9.12484 16.19874 13.11791
H 9.97916 12.13831 7.65049
C 7.08555 12.36678 9.06469
C 4.94239 17.49238 12.67752
H 9.26196 10.00777 9.37536
C 9.03103 18.50787 8.72864
H 7.89543 13.86822 3.92085
H 10.56162 15.37138 6.81724
H 10.11814 14.14998 14.37284
C 7.44696 11.18387 9.60734
N 8.54884 15.69382 6.45518
C 8.02850 19.18764 8.18868
H 7.83387 19.89139 6.22841
H 10.13012 11.99295 12.49748
C 8.70084 10.87998 9.07519
H 9.09457 10.50004 15.64288
H 6.96763 19.33726 8.50188
H 9.18411 7.37954 12.56090
C 8.66883 8.75433 14.26839
C 5.50954 13.58414 15.64320
N 8.43156 19.61520 6.96452
H 7.54972 13.97055 13.24828
C 9.92481 14.12366 13.28143
C 6.54393 19.04020 12.61663
H 8.06207 13.67861 7.68845
C 6.74021 13.93176 15.15250
H 5.30017 13.30164 12.37172
C 9.40510 8.20077 13.25448
H 11.01194 17.87633 7.98182
N 9.36041 13.52939 11.23262
C 7.61034 15.19672 5.57893
H 6.97509 20.03996 12.68635
N 6.74644 13.79426 13.81944
N 8.10687 12.85548 8.28413
C 9.08156 11.87966 8.23654
H 8.41296 15.27605 10.57582
H 7.65343 14.32960 15.61732
H 3.70895 12.83736 14.43508
H 11.40191 8.98936 12.53942
H 7.75834 18.14139 14.22419
C 5.48439 13.33007 13.38181
N 5.93614 17.15836 13.52056
C 10.11291 18.42385 7.82263
C 8.31210 14.39169 4.70786
H 5.99659 16.29880 14.04289
H 8.34008 16.41207 7.16869
C 10.55026 8.96121 13.20699
C 6.92596 18.05035 13.52728
H 6.83116 10.47594 10.17802
H 10.47805 13.80811 4.61348
H 6.20375 13.02274 9.31431
H 4.58920 19.37815 11.62857
N 10.44246 9.95551 14.12135
H 7.70994 8.25626 14.44704
H 5.19360 13.67592 16.66741
H 11.18029 10.56874 14.42841
C 9.72781 15.13076 6.21136
H 4.12080 16.85156 12.55008
C 5.28861 18.73846 12.13071
C 9.87948 13.06927 12.40283

Summary:
Molar mass   469.64 g/mol
Gap between HOMO and LUMO   8.588 eV
Charge   0
SMILES   c1cc[nH]c1.c1cc[nH]c1.c1cc[nH]c1.c1cc[nH]c1.c1cc[nH]c1.c1cc[nH]c1.c1cc[nH]c1
E_HOMO   -8.028 eV

Charge distribution, natural (NBO) scheme, values in e: -0.079 -0.318 -0.329 0.221 0.219 0.442 -0.094 0.225 -0.088 -0.296 0.230 0.226 -0.077 -0.086 0.229 -0.323 0.212 0.207 0.223 -0.308 -0.534 -0.065 0.406 0.227 -0.322 0.218 0.224 0.227 -0.293 -0.321 -0.515 0.437 -0.336 -0.318 0.436 -0.075 0.206 -0.311 0.224 -0.505 -0.119 0.215 -0.523 -0.538 -0.092 0.215 0.210 0.221 0.205 0.216 -0.093 -0.479 -0.311 -0.280 0.425 0.439 -0.081 -0.095 0.236 0.225 0.212 0.216 -0.504 0.221 0.223 0.411 -0.052 0.210 -0.305 -0.077



Short version: x is the most stable of them.